Entry from OMol25: the molecule C4H10N2O at a distorted geometry (the ωB97M-V functional and the def2-TZVPD basis).

Its HOMO energy is -8.992 eV. Its energy relative to the best compared isomer or geometry (same formula, charge and spin) is 43.09 kcal/mol. The HOMO-LUMO gap is 9.892 eV. As for the SMILES: CN(C)C(=O)CN. The lowest unoccupied orbital energy comes out at 0.9 eV.

Positions of all 17 atoms, in Å:
N 1.916 -0.916 1.219
C 1.077 -1.108 0.068
C 0.373 0.197 -0.393
N -0.960 0.333 -0.095
C -1.731 1.076 -1.041
C -1.513 -0.319 1.056
O 1.071 0.912 -1.093
H 2.325 -0.001 1.315
H 2.537 -1.652 1.493
H 0.219 -1.699 0.389
H 1.623 -1.563 -0.766
H -2.009 2.055 -0.599
H -1.119 1.435 -1.873
H -2.606 0.475 -1.302
H -0.729 -0.282 1.819
H -1.885 -1.317 0.820
H -2.473 0.166 1.310

These are the natural (NBO) partial charges, in e, on atoms 1 to 8: atom 1 (N): -0.87, atom 2 (C): -0.29, atom 3 (C): 0.68, atom 4 (N): -0.45, atom 5 (C): -0.42, atom 6 (C): -0.42, atom 7 (O): -0.62, atom 8 (H): 0.37

Entry from OMol25: the molecule C4H10N2O at a distorted geometry (the ωB97M-V functional and the def2-TZVPD basis).

Its HOMO energy is -8.807 eV. Its energy relative to the best compared isomer or geometry (same formula, charge and spin) is 37.60 kcal/mol. The HOMO-LUMO gap is 9.636 eV. As for the SMILES: C/N=C(/N)[C@H](C)O. The lowest unoccupied orbital energy comes out at 0.8 eV.

Positions of all 17 atoms, in Å:
C 1.583 0.833 1.664
C -1.160 -1.383 -0.995
N 1.270 1.178 0.311
C 0.474 0.507 -0.419
N 0.370 0.848 -1.747
C -0.472 -0.566 0.089
O -1.432 0.193 0.936
H -2.137 -0.390 1.247
H -0.550 0.818 -2.152
H 0.885 1.686 -1.971
H 0.100 -1.236 0.747
H 0.700 0.682 2.286
H 2.209 -0.065 1.722
H 2.157 1.669 2.070
H -0.427 -1.766 -1.702
H -1.686 -2.227 -0.548
H -1.887 -0.779 -1.539

These are the natural (NBO) partial charges, in e, on atoms 1 to 8: atom 1 (C): -0.44, atom 2 (C): -0.64, atom 3 (N): -0.49, atom 4 (C): 0.42, atom 5 (N): -0.81, atom 6 (C): 0.03, atom 7 (O): -0.73, atom 8 (H): 0.47

Entry from OMol25: the molecule C4H10N2O at a distorted geometry (the ωB97M-V functional and the def2-TZVPD basis).

Its HOMO energy is -8.973 eV. Its energy relative to the best compared isomer or geometry (same formula, charge and spin) is 157.14 kcal/mol. The HOMO-LUMO gap is 6.150 eV. The lowest unoccupied orbital energy comes out at -2.8 eV.

Positions of all 17 atoms, in Å:
C -0.459 0.381 1.264
N 0.835 0.660 0.767
C 1.557 -0.810 0.233
N 2.754 -0.265 -0.446
O 0.845 -1.729 -0.254
C -1.691 0.650 0.193
C -1.370 0.123 -1.187
H -0.611 -0.681 1.499
H -0.712 0.993 2.149
H 1.859 -1.166 1.247
H 2.927 -0.637 -1.368
H 2.544 0.728 -0.401
H -2.033 1.681 0.297
H -2.603 0.198 0.593
H -0.486 0.564 -1.653
H -2.224 0.237 -1.862
H -1.133 -0.927 -1.069

These are the natural (NBO) partial charges, in e, on atoms 1 to 8: atom 1 (C): -0.35, atom 2 (N): -0.11, atom 3 (C): 0.37, atom 4 (N): -0.88, atom 5 (O): -0.63, atom 6 (C): -0.33, atom 7 (C): -0.64, atom 8 (H): 0.25

Entry from OMol25: the molecule C4H10N2O at a distorted geometry (the ωB97M-V functional and the def2-TZVPD basis).

Its HOMO energy is -8.933 eV. Its energy relative to the best compared isomer or geometry (same formula, charge and spin) is 42.40 kcal/mol. The HOMO-LUMO gap is 9.645 eV. As for the SMILES: [H]/N=C(/CO)N(C)C. The lowest unoccupied orbital energy comes out at 0.7 eV.

Positions of all 17 atoms, in Å:
C -1.658 0.640 0.034
C 1.708 -0.946 0.136
C 1.038 1.398 -0.057
N 0.646 0.009 -0.110
C -0.676 -0.467 -0.194
O -2.993 0.087 0.055
N -1.104 -1.653 -0.245
H -2.884 -0.880 0.101
H -0.414 -2.391 -0.303
H -1.640 1.348 -0.806
H -1.500 1.161 0.987
H 1.813 -1.181 1.202
H 2.656 -0.552 -0.229
H 1.544 -1.871 -0.417
H 2.036 1.514 -0.482
H 1.064 1.768 0.976
H 0.366 2.017 -0.647

These are the natural (NBO) partial charges, in e, on atoms 1 to 8: atom 1 (C): -0.13, atom 2 (C): -0.41, atom 3 (C): -0.40, atom 4 (N): -0.44, atom 5 (C): 0.45, atom 6 (O): -0.73, atom 7 (N): -0.75, atom 8 (H): 0.49

For each record above, in turn, the calculated M values are 102.137; 102.137; 102.137; 102.137 u.